ORCA calculation (ωB97M-V/def2-TZVPD) on a molecular structure, C5H3IN2O2.

Last column: natural (NBO) charge in e.
Element x y z (Å)
C -1.184 0.000 -1.329  -0.212
C -0.280 -0.638 -0.316  0.106
C 0.345 1.330 0.602  -0.036
C -1.320 1.314 -1.255  -0.045
C 0.566 2.291 1.365  -0.230
N 0.279 -0.008 0.617  -0.357
N -2.271 2.097 -1.774  0.467
O -1.901 3.304 -1.847  -0.370
O -3.294 1.481 -2.050  -0.349
I 0.584 4.096 2.072  0.353
H -1.735 -0.583 -2.075  0.238
H -0.336 -1.715 -0.216  0.199
H -0.597 1.720 -0.409  0.235

Computed properties:
Electronic energy in eV: -20400.9068
HOMO energy in eV: -8.8
Lowest unoccupied orbital energy in eV: -1.56
Energy above the lowest of the compared OMol25 structures with the same formula, charge and spin in kcal/mol: 95.9
Kohn-Sham gap in eV: 7.260
2S+1: 1